DFT (ωB97M-V with the def2-TZVPD basis set) results for a molecular structure, C22H20N5OSSe4Sm at a distorted geometry.

Geometry as ORCA input:
```
! wB97M-V def2-TZVPD RIJCOSX def2/J DEFGRID3
* xyz 0 6
Sm 12.689 9.002 8.348
C 12.404 7.352 12.761
C 11.239 7.973 13.354
C 10.335 8.603 12.592
C 10.690 8.796 11.246
N 11.738 8.302 10.676
C 12.601 7.605 11.426
N 9.599 9.295 10.471
C 9.717 10.027 9.418
N 10.764 10.502 8.648
C 10.213 11.176 7.579
N 10.767 11.804 6.563
C 12.123 11.861 6.285
C 12.475 12.969 5.572
C 13.789 13.238 5.353
C 14.785 12.336 5.761
C 14.322 11.171 6.384
N 13.006 10.938 6.741
C 8.700 11.106 7.640
C 7.619 11.618 6.903
C 6.311 11.329 7.317
C 6.091 10.654 8.513
C 7.149 10.181 9.280
C 8.436 10.387 8.798
H 13.100 6.747 13.356
H 11.065 7.931 14.415
H 9.325 9.036 12.850
H 13.408 7.243 10.849
H 11.757 13.727 5.342
H 14.071 14.104 4.814
H 15.828 12.483 5.464
H 15.116 10.506 6.740
H 7.788 12.108 5.963
H 5.509 11.629 6.663
H 5.107 10.373 8.808
H 7.023 9.681 10.254
Se 15.166 9.547 9.604
Se 16.147 7.946 8.212
Se 14.468 6.189 8.001
Se 13.268 7.030 6.192
O 10.652 7.807 7.761
S 10.095 6.409 7.577
C 8.340 6.568 7.897
C 7.622 7.019 6.632
C 8.637 7.227 5.548
C 9.708 6.182 5.840
H 8.256 7.222 8.714
H 8.097 5.521 8.236
H 6.982 7.885 6.831
H 6.988 6.159 6.339
H 9.164 8.207 5.665
H 8.213 7.149 4.538
H 10.599 6.238 5.203
H 9.361 5.151 5.812
*
```

Results
E ... -11861.40458 Eh
Highest occupied orbital energy (spin up / spin down) ... -7.11 / -7.12 eV
Orbital gap (spin up / spin down) ... 0.242 / 0.243 hartree
LUMO level (spin up / spin down) ... -0.54 / -0.52 eV
<S²> ... 8.763
Relative energy (zero: lowest compared OMol25 entry of this formula, charge and spin) ... 15.96 kcal/mol

Charge distribution, Mulliken scheme, values in e:
1 Sm 0.99
2 C -0.92
3 C -0.24
4 C -0.77
5 C 0.38
6 N 0.19
7 C -0.22
8 N -0.28
9 C -0.07
10 N -0.44
11 C 0.08
12 N -0.53
13 C 0.26
14 C -0.66
15 C -0.23
16 C -0.97
17 C 0.13
18 N 0.20
19 C -0.13
20 C 0.01
21 C -0.66
22 C -0.69
23 C -0.08
24 C 0.70
25 H 0.40
26 H 0.42
27 H 0.36
28 H 0.46
29 H 0.47
30 H 0.42
31 H 0.39
32 H 0.14
33 H 0.49
34 H 0.40
35 H 0.42
36 H 0.44
37 Se -0.41
38 Se -0.16
39 Se -0.19
40 Se -0.48
41 O -0.08
42 S 0.17
43 C -0.47
44 C -0.51
45 C -0.41
46 C -0.74
47 H 0.14
48 H 0.47
49 H 0.25
50 H 0.30
51 H 0.03
52 H 0.49
53 H 0.33
54 H 0.42

DFT (ωB97M-V with the def2-TZVPD basis set) results for a molecular structure, C22H21Br60ClF4O3S at a distorted geometry.

Geometry as ORCA input:
```
! wB97M-V def2-TZVPD RIJCOSX def2/J DEFGRID3
* xyz 0 1
O -2.161 -3.538 -1.253
S -0.969 -3.293 -2.003
O -1.440 -2.304 -3.303
Cl -3.059 -1.817 -3.287
O 0.066 -2.251 -1.196
C -0.352 -1.680 -0.019
F -0.562 -2.575 0.955
F 0.695 -0.916 0.436
C -1.530 -0.692 -0.160
F -1.759 -0.155 1.058
F -1.093 0.300 -0.967
H -2.438 -1.128 -0.562
C 0.617 -6.435 -5.176
Br 0.776 -7.765 -3.794
Br -0.622 -6.969 -6.551
Br 0.152 -4.712 -4.443
H 1.587 -6.336 -5.639
C -2.846 0.964 4.172
Br -4.370 1.519 3.138
Br -1.355 2.164 3.961
Br -3.301 0.672 6.024
H -2.530 0.016 3.767
C 1.809 5.185 3.676
Br 1.275 4.017 2.242
Br 0.432 5.367 5.009
Br 3.485 4.629 4.447
H 1.965 6.162 3.244
C -3.575 -3.176 4.527
Br -2.353 -4.563 5.063
Br -2.946 -2.261 2.952
Br -5.370 -3.830 4.303
H -3.602 -2.453 5.329
C 2.026 6.758 -0.967
Br 2.985 7.912 -2.172
Br 1.627 7.619 0.708
Br 0.433 6.035 -1.771
H 2.672 5.922 -0.744
C 1.604 4.512 9.846
Br 1.955 5.965 11.065
Br 3.172 3.439 9.537
Br 0.115 3.438 10.428
H 1.328 4.952 8.900
C -1.199 -7.926 3.737
Br -2.742 -9.008 4.134
Br 0.360 -8.537 4.691
Br -0.877 -7.809 1.841
H -1.414 -6.928 4.083
C -8.154 -0.239 3.604
Br -7.165 -0.733 5.181
Br -8.465 1.660 3.511
Br -7.313 -0.899 2.005
H -9.119 -0.717 3.675
C 3.989 -1.802 -2.540
Br 4.146 -3.722 -2.458
Br 3.345 -1.217 -4.261
Br 2.893 -1.128 -1.109
H 4.981 -1.396 -2.415
C 8.041 -5.496 -2.735
Br 6.954 -7.050 -3.075
Br 7.822 -4.160 -4.107
Br 7.713 -4.774 -0.980
H 9.071 -5.814 -2.762
C -2.199 -3.312 -7.061
Br -3.794 -4.168 -6.406
Br -2.089 -3.381 -8.982
Br -2.040 -1.509 -6.399
H -1.358 -3.867 -6.672
C 3.413 -0.958 8.375
Br 2.404 -2.572 8.079
Br 3.076 0.353 7.005
Br 3.098 -0.254 10.139
H 4.459 -1.217 8.317
C 1.976 3.998 -4.753
Br 3.223 3.655 -3.328
Br 2.566 5.426 -5.898
Br 1.589 2.413 -5.770
H 1.052 4.318 -4.296
C -1.490 -7.069 8.519
Br -0.318 -5.674 7.890
Br -3.229 -6.925 7.708
Br -0.729 -8.819 8.281
H -1.618 -6.915 9.579
C 1.717 5.598 -10.029
Br 2.370 7.260 -9.305
Br 3.089 4.242 -10.026
Br 0.122 4.998 -9.132
H 1.453 5.781 -11.059
C -10.663 1.808 -0.235
Br -10.665 -0.107 -0.028
Br -11.336 2.336 -1.961
Br -11.614 2.680 1.196
H -9.636 2.133 -0.180
C -5.514 0.498 -6.302
Br -5.636 -0.804 -4.888
Br -6.668 0.047 -7.773
Br -5.839 2.283 -5.655
H -4.500 0.469 -6.671
C 6.520 3.414 11.851
Br 5.472 2.525 13.200
Br 6.702 2.331 10.264
Br 5.815 5.156 11.439
H 7.510 3.554 12.255
C 5.848 7.341 -6.707
Br 6.911 7.106 -5.120
Br 5.589 9.207 -7.122
Br 6.573 6.374 -8.206
H 4.875 6.923 -6.501
C 1.687 0.551 -9.660
Br -0.211 0.486 -9.336
Br 2.658 -0.548 -8.409
Br 2.117 0.106 -11.484
H 2.001 1.572 -9.499
*
```

Results
E ... -156774.99524 Eh
Highest occupied orbital energy ... -9.99 eV
Orbital gap ... 0.329 hartree
LUMO level ... -1.03 eV

Results of the Mulliken charge analysis, in e, for atoms 1 through 99:
1 O -0.58
2 S 0.52
3 O -0.08
4 Cl 0.05
5 O -0.14
6 C 0.86
7 F -0.27
8 F -0.40
9 C 0.14
10 F -0.14
11 F -0.29
12 H 0.30
13 C -0.35
14 Br -0.04
15 Br -0.03
16 Br 0.21
17 H 0.39
18 C 0.48
19 Br 0.02
20 Br 0.04
21 Br -0.10
22 H -0.45
23 C -0.13
24 Br 0.05
25 Br -0.03
26 Br -0.01
27 H 0.10
28 C -0.25
29 Br 0.03
30 Br 0.07
31 Br -0.04
32 H 0.19
33 C -0.27
34 Br -0.01
35 Br -0.05
36 Br 0.00
37 H 0.31
38 C -0.24
39 Br -0.05
40 Br 0.11
41 Br -0.03
42 H 0.25
43 C 0.56
44 Br -0.01
45 Br -0.02
46 Br -0.03
47 H -0.49
48 C -0.33
49 Br -0.02
50 Br -0.02
51 Br 0.01
52 H 0.37
53 C -0.45
54 Br 0.01
55 Br 0.03
56 Br 0.06
57 H 0.36
58 C -0.33
59 Br -0.01
60 Br -0.01
61 Br -0.01
62 H 0.34
63 C 0.23
64 Br -0.03
65 Br -0.04
66 Br -0.01
67 H -0.22
68 C -0.32
69 Br -0.04
70 Br 0.00
71 Br 0.00
72 H 0.34
73 C -0.31
74 Br 0.00
75 Br 0.07
76 Br 0.09
77 H 0.28
78 C -0.32
79 Br 0.00
80 Br -0.02
81 Br -0.01
82 H 0.34
83 C -0.35
84 Br -0.03
85 Br -0.03
86 Br -0.02
87 H 0.40
88 C -0.25
89 Br -0.01
90 Br -0.03
91 Br -0.02
92 H 0.30
93 C -0.11
94 Br 0.01
95 Br -0.01
96 Br -0.02
97 H 0.12
98 C -0.35
99 Br 0.00

DFT (ωB97M-V with the def2-TZVPD basis set) results for a molecular structure, C22H21CeN5O5S3 at a distorted geometry.

Geometry as ORCA input:
```
! wB97M-V def2-TZVPD RIJCOSX def2/J DEFGRID3
* xyz 2 1
Ce 0.485 1.447 -1.106
O 1.234 5.585 -3.067
C 0.591 4.766 -2.258
O 1.077 3.673 -1.912
C -0.658 5.419 -1.699
O -1.654 4.551 -1.197
C -2.374 3.672 -2.113
C -1.654 2.313 -2.277
O -0.971 2.019 -3.272
O -1.744 1.497 -1.208
H 2.134 5.231 -3.307
H -1.005 6.104 -2.486
H -0.334 6.005 -0.823
H -2.391 4.168 -3.078
H -3.382 3.573 -1.727
C 2.390 -3.537 -2.856
S 3.573 -2.663 -1.816
C 2.964 -1.031 -1.791
S 1.717 -0.431 -2.889
N 3.520 -0.353 -0.795
N 2.772 0.639 -0.216
C 3.345 1.265 0.834
C 2.607 2.215 1.543
C 3.178 2.959 2.602
C 2.470 3.996 3.169
C 1.190 4.284 2.705
C 0.675 3.495 1.691
N 1.337 2.516 1.094
H 2.159 -4.505 -2.434
H 2.848 -3.681 -3.847
H 1.463 -2.948 -2.942
H 4.326 0.967 1.143
H 4.157 2.614 3.006
H 2.934 4.566 4.016
H 0.590 5.141 3.123
H -0.367 3.585 1.339
S -3.215 -3.376 2.381
C -2.128 -2.243 1.567
C -1.796 -1.059 2.211
C -0.814 -0.264 1.614
N -0.326 -0.503 0.406
C -0.751 -1.586 -0.272
C -1.643 -2.463 0.271
C -2.755 -4.942 1.764
C -3.315 -5.476 0.591
C -2.855 -6.719 0.139
N -2.000 -7.479 0.820
C -1.488 -6.969 1.931
C -1.830 -5.706 2.453
H -2.119 -0.819 3.251
H -0.438 0.632 2.111
H -0.299 -1.741 -1.244
H -1.878 -3.394 -0.289
H -4.128 -4.945 0.043
H -3.289 -7.144 -0.757
H -0.828 -7.620 2.526
H -1.308 -5.299 3.335
*
```

Results
E ... -3170.10652 Eh
Highest occupied orbital energy (spin up / spin down) ... -13.59 / -13.52 eV
Orbital gap (spin up / spin down) ... 0.187 / 0.154 hartree
LUMO level (spin up / spin down) ... -8.52 / -9.32 eV
Relative energy (zero: lowest compared OMol25 entry of this formula, charge and spin) ... 0.00 kcal/mol

Charge distribution, Mulliken scheme, values in e:
1 Ce 0.75
2 O -0.43
3 C 0.70
4 O -0.58
5 C -0.55
6 O -0.39
7 C -0.68
8 C 1.02
9 O -0.52
10 O -0.43
11 H 0.42
12 H 0.43
13 H 0.32
14 H 0.43
15 H 0.39
16 C -0.67
17 S 0.01
18 C 0.69
19 S -0.30
20 N -1.28
21 N 0.82
22 C -0.53
23 C 0.89
24 C -0.89
25 C -0.28
26 C -0.88
27 C -0.09
28 N 0.12
29 H 0.34
30 H 0.32
31 H 0.18
32 H 0.44
33 H 0.41
34 H 0.40
35 H 0.40
36 H 0.57
37 S -0.14
38 C 0.82
39 C -1.11
40 C 0.05
41 N 0.01
42 C -0.07
43 C -0.85
44 C 0.11
45 C -0.09
46 C -0.31
47 N -0.51
48 C -0.35
49 C -0.08
50 H 0.38
51 H 0.41
52 H 0.33
53 H 0.34
54 H 0.41
55 H 0.38
56 H 0.35
57 H 0.37

DFT (ωB97M-V with the def2-TZVPD basis set) results for a molecular structure, C22H21F3MnN5O7S2 at a distorted geometry.

Geometry as ORCA input:
```
! wB97M-V def2-TZVPD RIJCOSX def2/J DEFGRID3
* xyz 1 4
Mn 0.224 -0.646 1.300
N 1.022 1.090 0.503
C 0.125 2.198 0.691
C 0.365 3.474 0.248
C -0.610 4.467 0.436
C -1.794 4.185 1.065
C -2.076 2.878 1.522
C -3.279 2.486 2.148
C -3.461 1.166 2.476
C -2.459 0.231 2.191
N -1.297 0.563 1.656
C -1.094 1.874 1.322
H 1.262 1.013 -0.492
H 1.934 1.237 0.985
H 1.299 3.719 -0.239
H -0.409 5.462 0.073
H -2.539 4.958 1.182
H -4.042 3.223 2.348
H -4.379 0.828 2.929
H -2.618 -0.818 2.405
C 0.230 -0.607 -6.925
C -0.284 -0.677 -5.528
C -0.086 0.378 -4.642
C -0.523 0.298 -3.334
C -1.162 -0.852 -2.909
C -1.381 -1.911 -3.769
C -0.955 -1.812 -5.082
S -1.656 -0.878 -1.204
O -2.672 -1.846 -0.922
O -1.882 0.487 -0.794
N -0.246 -1.343 -0.402
C -0.097 -2.743 -0.389
C -0.715 -3.217 1.005
O -1.146 -4.321 1.147
O -0.644 -2.261 1.852
H 0.630 0.377 -7.142
H -0.552 -0.839 -7.645
H 1.029 -1.333 -7.068
H 0.420 1.266 -4.983
H -0.402 1.117 -2.643
H -1.891 -2.791 -3.416
H -1.136 -2.625 -5.768
H 0.959 -3.038 -0.352
H -0.632 -3.243 -1.199
N 0.283 -1.140 4.132
C 0.747 -0.883 5.356
C 1.477 0.285 5.275
C 1.413 0.663 3.936
N 0.685 -0.217 3.247
H -0.270 -1.929 3.810
H 0.534 -1.523 6.188
H 1.990 0.798 6.061
H 1.878 1.507 3.467
F 5.385 -0.617 -0.008
C 4.208 -1.215 -0.013
F 4.344 -2.473 -0.394
F 3.424 -0.588 -0.908
S 3.317 -1.005 1.611
O 3.301 0.434 1.764
O 3.940 -1.776 2.620
O 1.965 -1.496 1.216
*
```

Results
E ... -3898.21971 Eh
Highest occupied orbital energy (spin up / spin down) ... -12.22 / -12.31 eV
Orbital gap (spin up / spin down) ... 0.288 / 0.244 hartree
LUMO level (spin up / spin down) ... -4.38 / -5.66 eV
<S²> ... 3.795

Charge distribution, Mulliken scheme, values in e:
1 Mn 0.42
2 N -0.02
3 C 0.20
4 C -0.55
5 C -0.80
6 C -0.94
7 C 0.41
8 C -0.74
9 C -1.12
10 C -0.16
11 N 0.79
12 C 0.27
13 H 0.48
14 H 0.66
15 H 0.55
16 H 0.44
17 H 0.48
18 H 0.49
19 H 0.48
20 H 0.59
21 C -1.46
22 C 1.00
23 C -1.03
24 C -0.59
25 C 0.12
26 C -0.29
27 C -0.87
28 S 1.27
29 O -0.74
30 O -0.65
31 N 0.58
32 C -0.77
33 C 0.55
34 O -0.59
35 O -0.75
36 H 0.36
37 H 0.37
38 H 0.33
39 H 0.34
40 H 0.54
41 H 0.53
42 H 0.43
43 H 0.47
44 H 0.33
45 N -0.22
46 C -0.15
47 C -1.19
48 C -0.24
49 N 0.67
50 H 0.14
51 H 0.51
52 H 0.46
53 H 0.56
54 F -0.20
55 C 0.65
56 F -0.21
57 F -0.23
58 S 1.05
59 O -0.78
60 O -0.52
61 O -0.70